Entry from the Open Molecules 2025 dataset: C27H32ClN2O2RbS5 as an isolated structure (ωB97M-V/def2-TZVPD).

```
! RIJCOSX wB97M-V def2-TZVPD def2/J DEFGRID3
* xyz -2 1
Rb 0.04 0.44 -0.31
C -1.20 -1.36 4.09
C -0.96 -2.86 4.24
S -1.11 -3.73 2.64
C 0.44 -4.66 2.50
C 1.75 -3.90 2.70
S 2.02 -2.58 1.46
C 2.51 -1.18 2.49
C 1.50 -0.69 3.53
S -0.18 -0.53 2.84
H -1.05 -0.86 5.05
H -2.22 -1.18 3.75
H -1.71 -3.28 4.92
H 0.03 -3.07 4.65
H 0.40 -5.04 1.48
H 0.40 -5.50 3.20
H 2.57 -4.62 2.61
H 1.81 -3.44 3.69
H 2.68 -0.37 1.77
H 3.46 -1.41 2.97
H 1.82 0.30 3.85
H 1.44 -1.35 4.40
S 2.41 2.04 1.32
C 3.14 3.16 0.20
C 3.77 4.29 0.76
C 4.43 5.23 -0.01
C 4.49 5.07 -1.39
C 3.86 3.98 -1.96
C 3.15 3.02 -1.22
S 2.36 1.75 -2.11
H 3.73 4.39 1.83
H 4.90 6.09 0.46
H 5.02 5.79 -2.01
H 3.89 3.85 -3.04
N 0.92 0.30 -5.49
C 1.44 -0.93 -5.81
O 1.75 -1.22 -6.95
C 1.58 -1.87 -4.67
C 2.52 -2.89 -4.73
C 2.70 -3.70 -3.62
C 1.93 -3.46 -2.49
N 0.98 -2.54 -2.45
C 0.81 -1.77 -3.51
H 0.97 0.98 -6.23
H 1.08 0.67 -4.56
H 3.10 -3.01 -5.64
H 3.45 -4.48 -3.62
H 2.08 -4.04 -1.59
H 0.00 -1.05 -3.46
Cl -4.92 -1.38 -2.22
C -3.43 -0.35 -1.81
H -3.74 0.64 -2.15
H -2.64 -0.77 -2.44
C -4.80 -0.66 1.22
C -3.97 0.27 0.39
O -3.08 -0.41 -0.51
C -3.96 1.65 0.46
C -3.02 2.48 -0.25
C -3.00 3.84 -0.12
C -3.92 4.51 0.70
C -4.85 3.74 1.41
C -4.88 2.36 1.30
H -4.40 -1.66 1.11
H -5.86 -0.69 0.92
H -4.77 -0.38 2.28
H -2.29 2.01 -0.90
H -2.25 4.42 -0.65
H -3.90 5.59 0.80
H -5.56 4.23 2.06
H -5.62 1.80 1.87
*
```

Computed properties:
M   697.8 Da
LUMO   3.403 eV

***

Entry from the Open Molecules 2025 dataset: one molecule with the formula C27H32ClN7O2 at a distorted geometry (ωB97M-V/def2-TZVPD).

```
! RIJCOSX wB97M-V def2-TZVPD def2/J DEFGRID3
* xyz 0 1
C -6.26 0.18 1.99
N -4.93 -0.25 1.64
C -4.20 0.77 0.91
C -2.78 0.30 0.64
N -2.80 -0.92 -0.15
C -1.45 -1.33 -0.51
C -1.45 -2.35 -1.64
C -0.08 -2.46 -2.30
N 0.94 -2.94 -1.39
C 2.02 -2.21 -1.05
O 2.25 -1.10 -1.49
C 2.98 -2.90 -0.08
C 2.60 -2.57 1.37
C 2.09 -1.18 1.46
N 0.84 -0.92 1.69
N 0.61 0.39 1.50
C 1.74 0.92 1.13
N 1.95 2.21 0.75
C 0.79 3.07 0.66
C -0.05 2.79 -0.56
C 0.33 1.92 -1.56
C -0.49 1.70 -2.66
C -1.70 2.34 -2.77
C -2.10 3.22 -1.78
C -1.28 3.44 -0.69
Cl -1.80 4.53 0.54
C 3.18 2.65 0.31
O 3.33 3.79 -0.09
C 4.27 1.67 0.41
C 5.56 2.09 0.09
C 6.63 1.23 0.21
C 6.42 -0.06 0.68
C 5.15 -0.50 1.00
C 4.06 0.35 0.84
N 2.76 -0.01 1.12
C -3.51 -1.94 0.60
C -4.94 -1.47 0.87
H -6.20 1.08 2.59
H -6.88 0.40 1.10
H -6.75 -0.60 2.57
H -4.18 1.68 1.51
H -4.69 1.00 -0.06
H -2.24 1.07 0.07
H -2.25 0.15 1.59
H -0.90 -1.71 0.36
H -0.93 -0.43 -0.85
H -1.75 -3.34 -1.27
H -2.17 -2.04 -2.39
H -0.13 -3.14 -3.16
H 0.26 -1.48 -2.65
H 0.77 -3.81 -0.93
H 2.97 -3.98 -0.23
H 3.98 -2.53 -0.31
H 3.44 -2.75 2.04
H 1.77 -3.21 1.70
H 0.19 2.92 1.56
H 1.16 4.10 0.63
H 1.27 1.39 -1.50
H -0.17 1.01 -3.43
H -2.34 2.17 -3.62
H -3.05 3.74 -1.85
H 5.69 3.11 -0.25
H 7.63 1.56 -0.04
H 7.26 -0.73 0.81
H 5.02 -1.49 1.39
H -3.54 -2.86 0.01
H -3.01 -2.14 1.56
H -5.47 -2.24 1.44
H -5.46 -1.33 -0.10
*
```

Computed properties:
Energy above the lowest of the compared OMol25 structures with the same formula, charge and spin   0.0 kJ/mol
M   522.1 Da
LUMO   0.220 eV
SMILES   CN1CCN(CCCNC(=O)CCc2nnc3n(Cc4ccccc4Cl)c(=O)c4ccccc4n23)CC1

***

Entry from the Open Molecules 2025 dataset: C27H32MnN8OS4 as an isolated structure at a distorted geometry (ωB97M-V/def2-TZVPD).

```
! RIJCOSX wB97M-V def2-TZVPD def2/J DEFGRID3
* xyz 2 2
Mn 0.52 -1.44 0.06
C 3.37 -7.27 0.72
C 3.68 -5.88 0.34
N 4.80 -5.40 -0.08
N 4.59 -4.10 -0.32
C 3.32 -3.75 -0.06
S 2.66 -2.22 -0.37
N 2.73 -4.88 0.38
N 1.42 -4.98 0.77
H 4.28 -7.86 0.72
H 2.67 -7.71 0.01
H 2.92 -7.30 1.71
H 5.33 -3.51 -0.69
H 1.21 -4.27 1.48
H 1.23 -5.92 1.12
S 1.40 0.37 -1.11
C 0.40 1.61 -0.55
N 0.85 2.80 -0.21
C -0.10 3.82 0.18
C -1.35 3.70 -0.67
N -1.88 2.35 -0.61
C -3.32 2.19 -0.63
C -3.90 2.56 0.71
C -4.95 3.47 0.80
C -5.46 3.81 2.04
C -4.93 3.26 3.19
C -3.89 2.35 3.11
C -3.38 2.00 1.87
C -1.04 1.34 -0.48
S -1.54 -0.26 -0.27
C 2.26 3.15 -0.26
C 2.51 4.11 -1.40
C 2.57 3.63 -2.70
C 2.79 4.51 -3.75
C 2.94 5.86 -3.50
C 2.88 6.34 -2.21
C 2.66 5.46 -1.15
H 0.36 4.80 0.03
H -0.34 3.70 1.25
H -1.12 3.96 -1.72
H -2.12 4.39 -0.31
H -3.55 1.15 -0.88
H -3.73 2.84 -1.41
H -5.36 3.91 -0.09
H -6.28 4.51 2.10
H -5.33 3.54 4.16
H -3.48 1.91 4.00
H -2.57 1.29 1.81
H 2.84 2.24 -0.38
H 2.52 3.62 0.70
H 2.46 2.57 -2.90
H 2.84 4.13 -4.76
H 3.12 6.54 -4.32
H 3.00 7.39 -2.01
H 2.64 5.84 -0.14
C -1.67 -3.04 2.40
C -1.59 -3.48 1.00
C -2.42 -4.42 0.37
C -1.99 -4.52 -0.95
C -0.91 -3.63 -1.09
C -0.18 -3.32 -2.34
N -0.66 -3.01 0.10
H -2.65 -3.27 2.82
H -1.46 -1.98 2.48
H -0.92 -3.58 3.00
H -3.23 -4.95 0.83
H -2.39 -5.14 -1.73
H -0.82 -2.75 -3.02
H 0.09 -4.24 -2.85
H 0.73 -2.74 -2.15
O 1.63 -3.22 2.98
S 1.45 -1.77 3.09
N 0.83 -1.21 1.81
*
```

Computed properties:
M   667.8 Da
<S²>   1.20
LUMO (spin up / spin down)   -8.791 / -8.557 eV

***

Entry from the Open Molecules 2025 dataset: C27H32MoN3O7S3 as an isolated structure at a distorted geometry (ωB97M-V/def2-TZVPD).

```
! RIJCOSX wB97M-V def2-TZVPD def2/J DEFGRID3
* xyz 1 1
Mo -0.12 0.19 -0.21
C 8.50 -0.43 -0.54
C 7.05 -0.72 -0.74
C 6.54 -0.97 -2.02
C 5.20 -1.32 -2.20
C 4.36 -1.43 -1.10
C 4.87 -1.19 0.16
C 6.18 -0.82 0.35
S 2.56 -1.65 -1.26
O 2.17 -2.61 -0.26
O 2.31 -2.03 -2.65
N 1.82 -0.19 -1.00
C 2.26 0.84 -1.99
C 1.79 2.11 -1.37
O 2.53 3.07 -1.33
O 0.58 1.99 -0.89
H 9.13 -1.04 -1.24
H 8.79 -0.75 0.46
H 8.83 0.61 -0.61
H 7.18 -0.85 -2.90
H 4.82 -1.46 -3.19
H 4.15 -1.19 1.00
H 6.58 -0.63 1.34
H 1.78 0.74 -2.98
H 3.33 0.76 -2.08
C -8.39 0.09 -2.46
C -6.91 0.34 -2.32
C -6.29 0.14 -1.08
C -4.98 0.63 -0.86
C -4.26 1.10 -1.94
C -4.75 1.02 -3.22
C -6.08 0.63 -3.42
S -2.60 1.67 -1.59
O -1.68 1.30 -2.65
O -2.77 3.07 -1.14
O -2.29 0.84 -0.35
H -8.78 0.12 -1.45
H -8.68 -0.81 -2.95
H -8.91 0.91 -2.96
H -6.83 -0.29 -0.26
H -4.59 0.59 0.16
H -4.12 1.29 -4.09
H -6.52 0.69 -4.42
C -2.09 0.61 2.73
C -0.68 0.02 2.84
C -0.78 -1.56 2.89
C 0.18 0.32 1.64
C 0.03 0.54 4.08
C 1.01 1.54 4.03
C 1.77 1.87 5.14
C 1.52 1.21 6.37
C 0.47 0.27 6.46
C -0.25 -0.05 5.33
H -2.69 0.22 1.91
H -1.99 1.67 2.57
H -2.58 0.43 3.67
H -1.29 -1.93 2.01
H -1.27 -1.93 3.78
H 0.25 -1.99 2.81
H 1.18 0.78 1.81
H 1.24 2.07 3.11
H 2.56 2.61 5.01
H 2.11 1.44 7.29
H 0.21 -0.16 7.44
H -1.07 -0.77 5.41
N -0.30 -1.28 -3.33
C -1.41 -1.45 -2.59
N -2.61 -1.49 -3.19
S -1.38 -1.75 -0.87
H -0.40 -1.27 -4.34
H 0.63 -1.64 -2.98
H -2.72 -1.30 -4.17
H -3.42 -1.38 -2.60
*
```

Computed properties:
Energy above the lowest of the compared OMol25 structures with the same formula, charge and spin   0.0 kJ/mol
M   702.7 Da
LUMO   -6.104 eV

***

Entry from the Open Molecules 2025 dataset: one molecule with the formula C27H32N4O2 (ωB97M-V/def2-TZVPD).

```
! RIJCOSX wB97M-V def2-TZVPD def2/J DEFGRID3
* xyz 0 1
C 6.54 -2.10 4.21
C 5.04 -2.07 4.07
C 4.24 -2.13 5.20
C 2.86 -2.13 5.09
C 2.27 -2.03 3.84
C 3.06 -1.94 2.70
N 2.49 -1.84 1.41
C 2.59 -0.54 0.77
C 2.34 -0.69 -0.72
N 1.01 -1.24 -0.93
C 0.63 -1.26 -2.33
C -0.90 -1.39 -2.48
N -1.57 -0.48 -1.60
C -2.20 -0.89 -0.49
O -2.45 -2.04 -0.21
C -2.67 0.28 0.41
N -3.90 0.85 -0.09
C -5.12 0.43 0.30
C -6.08 1.17 -0.36
C -5.41 2.07 -1.18
C -4.04 1.85 -1.02
C -2.95 2.56 -1.65
O -1.76 2.35 -1.40
C -3.34 3.60 -2.64
C -4.16 3.30 -3.72
C -4.46 4.28 -4.65
C -3.95 5.56 -4.51
C -3.12 5.86 -3.44
C -2.81 4.88 -2.51
C 0.90 -2.53 -0.28
C 1.15 -2.37 1.22
C 4.45 -1.99 2.81
C 5.31 -2.01 1.58
H 6.82 -2.04 5.26
H 6.94 -3.02 3.80
H 6.99 -1.26 3.68
H 4.70 -2.19 6.18
H 2.25 -2.20 5.97
H 1.20 -2.01 3.77
H 3.58 -0.12 0.95
H 1.84 0.15 1.19
H 2.39 0.29 -1.20
H 3.12 -1.34 -1.16
H 1.12 -2.07 -2.89
H 0.93 -0.30 -2.77
H -1.23 -2.40 -2.22
H -1.18 -1.18 -3.52
H -1.33 0.51 -1.67
H -1.90 1.05 0.45
H -2.86 -0.12 1.41
H -5.23 -0.36 1.01
H -7.14 1.08 -0.24
H -5.86 2.81 -1.81
H -4.54 2.30 -3.85
H -5.09 4.04 -5.49
H -4.20 6.33 -5.23
H -2.72 6.85 -3.33
H -2.15 5.10 -1.68
H -0.10 -2.92 -0.42
H 1.63 -3.25 -0.70
H 1.08 -3.34 1.71
H 0.38 -1.70 1.62
H 6.09 -2.77 1.67
H 4.71 -2.25 0.71
H 5.80 -1.05 1.42
*
```

Computed properties:
Energy above the lowest of the compared OMol25 structures with the same formula, charge and spin   31.9 kJ/mol
M   444.6 Da
LUMO   0.124 eV
SMILES   Cc1cccc(N2CCN(CCNC(=O)Cn3cccc3C(=O)c3ccccc3)CC2)c1C

***

Entry from the Open Molecules 2025 dataset: one molecule with the formula C27H32N4O4 (ωB97M-V/def2-TZVPD).

```
! RIJCOSX wB97M-V def2-TZVPD def2/J DEFGRID3
* xyz 0 1
C 3.35 -6.46 4.12
O 2.00 -6.11 4.31
C 1.44 -5.15 3.51
C 2.14 -4.53 2.48
C 1.55 -3.58 1.66
C 0.23 -3.22 1.86
C -0.47 -2.19 1.05
O -1.32 -1.45 1.50
N -0.11 -2.16 -0.26
C -0.59 -1.12 -1.14
C 0.33 0.12 -1.09
C 1.74 -0.36 -1.32
C 2.21 -0.63 -2.60
C 3.49 -1.14 -2.76
C 4.25 -1.37 -1.63
N 3.82 -1.11 -0.40
C 2.60 -0.61 -0.26
N -0.01 1.10 -2.12
C 0.78 2.32 -2.00
C 0.26 3.25 -0.89
N -1.15 3.56 -1.03
C -1.55 4.68 -1.75
C -0.69 5.39 -2.58
C -1.09 6.55 -3.23
C -2.38 7.01 -3.08
C -3.26 6.33 -2.26
C -2.86 5.19 -1.58
O -3.68 4.51 -0.72
C -4.94 5.04 -0.42
C -1.92 2.34 -1.10
C -1.41 1.46 -2.26
C -0.47 -3.81 2.91
C 0.10 -4.78 3.73
O -0.74 -5.27 4.68
C -0.29 -6.12 5.71
H 3.52 -6.89 3.13
H 4.01 -5.60 4.27
H 3.56 -7.21 4.88
H 3.18 -4.78 2.30
H 2.16 -3.11 0.90
H 0.65 -2.73 -0.57
H -1.59 -0.86 -0.78
H -0.64 -1.51 -2.16
H 0.26 0.53 -0.07
H 1.57 -0.44 -3.45
H 3.88 -1.35 -3.74
H 5.25 -1.77 -1.69
H 2.30 -0.41 0.76
H 1.82 2.06 -1.82
H 0.72 2.83 -2.97
H 0.84 4.17 -0.86
H 0.38 2.75 0.08
H 0.32 5.05 -2.73
H -0.39 7.07 -3.87
H -2.71 7.91 -3.59
H -4.26 6.71 -2.13
H -4.87 6.05 0.00
H -5.60 5.06 -1.30
H -5.37 4.38 0.33
H -2.97 2.57 -1.25
H -1.82 1.81 -0.15
H -2.02 0.56 -2.35
H -1.50 2.02 -3.19
H -1.49 -3.53 3.09
H 0.04 -7.08 5.32
H -1.16 -6.26 6.35
H 0.52 -5.66 6.29
*
```

Computed properties:
Energy above the lowest of the compared OMol25 structures with the same formula, charge and spin   491.9 kJ/mol
M   476.6 Da
LUMO   0.704 eV
SMILES   COc1ccc(C(=O)NC[C@@H](c2cccnc2)N2CCN(c3ccccc3OC)CC2)cc1OC

***

Entry from the Open Molecules 2025 dataset: C27H32N5Se2SiV as an isolated structure at a distorted geometry (ωB97M-V/def2-TZVPD).

```
! RIJCOSX wB97M-V def2-TZVPD def2/J DEFGRID3
* xyz 2 3
V 0.13 0.21 -0.47
C 0.43 -0.75 3.28
Se 0.33 0.83 2.15
C 2.21 1.37 2.24
C 3.12 0.58 1.34
Se 2.57 0.78 -0.53
C 3.62 -0.64 -1.35
H 0.69 -0.43 4.29
H 1.15 -1.46 2.90
H -0.56 -1.20 3.29
H 2.50 1.24 3.28
H 2.22 2.43 2.02
H 3.11 -0.49 1.57
H 4.15 0.94 1.40
H 3.45 -1.58 -0.83
H 4.66 -0.34 -1.30
H 3.29 -0.71 -2.38
C -5.57 -2.79 -0.56
C -4.83 -3.06 -1.70
C -3.46 -2.83 -1.70
C -2.83 -2.27 -0.57
C -3.61 -1.98 0.56
C -4.96 -2.25 0.58
Si -1.05 -1.96 -0.67
C -0.20 -3.39 -1.38
C 0.93 -3.22 -2.20
C 1.54 -4.31 -2.79
C 1.05 -5.59 -2.54
C -0.05 -5.78 -1.72
C -0.69 -4.68 -1.15
H -6.63 -3.00 -0.55
H -5.30 -3.48 -2.57
H -2.88 -3.08 -2.58
H -3.14 -1.57 1.45
H -5.55 -2.06 1.46
H 0.23 -0.18 -2.01
H 1.31 -2.22 -2.40
H 2.39 -4.17 -3.45
H 1.53 -6.44 -3.00
H -0.43 -6.78 -1.54
H -1.56 -4.84 -0.54
C -3.07 1.45 0.58
C -2.18 2.22 -0.31
N -0.98 1.81 -0.77
C -0.48 2.85 -1.58
C -1.38 3.85 -1.60
N -2.44 3.43 -0.81
C -3.64 4.27 -0.57
N -3.26 5.59 -0.25
N -3.40 6.58 -1.20
N -2.94 7.67 -0.74
C -2.47 7.43 0.55
C -1.87 8.31 1.46
C -1.50 7.79 2.68
C -1.70 6.42 2.99
C -2.28 5.55 2.09
C -2.66 6.10 0.87
H -2.52 0.65 1.05
H -3.90 1.00 0.03
H -3.49 2.08 1.37
H 0.47 2.78 -2.08
H -1.38 4.80 -2.09
H -4.22 3.81 0.23
H -4.23 4.30 -1.48
H -1.73 9.35 1.22
H -1.04 8.43 3.42
H -1.39 6.06 3.96
H -2.44 4.51 2.34
*
```

Computed properties:
M   663.5 Da
<S²>   2.03
LUMO (spin up / spin down)   -6.807 / -7.008 eV

***

Listing total energy for the structures above in their given order: -3783.29502, -2042.09731, -4304.47303, -3001.47063, -1417.58963, -1568.00711, -7357.60287 a.u..